<a>
16
Properties=species:S:1:pos:R:3:nbo_charge:R:1 method="wB97M-V/def2-TZVPD" total_charge=0 e_homo_ev=-8.9 multiplicity=1
O -2.27 2.77 -0.88 -0.5092
C -1.53 1.84 -1.11 0.3860
C -0.51 1.37 -0.19 -0.0073
C -0.35 1.60 1.18 -0.2187
C 0.45 0.56 1.69 -0.2328
C 0.71 -0.31 0.62 0.0129
N 0.30 0.31 -0.52 -0.4560
C 0.89 -1.75 0.66 0.4425
N 1.82 -2.52 0.80 -0.4551
H -1.65 1.23 -2.04 0.1112
H -0.82 2.41 1.73 0.2466
H 0.76 0.39 2.72 0.2388
H 0.20 -0.22 -1.40 0.4395
O 0.65 -2.33 -1.25 -1.0539
H -0.31 -2.35 -1.35 0.4925
H 1.64 -3.01 -0.65 0.5630

<b>
16
Properties=species:S:1:pos:R:3:nbo_charge:R:1 method="wB97M-V/def2-TZVPD" total_charge=0 smiles="O=c1cc[nH]c(=O)[nH]1.C#C" e_homo_ev=-9.0 multiplicity=1
O -1.58 -1.37 -0.25 -0.6092
C -0.45 -0.92 -0.13 0.6659
C 0.77 -1.68 0.11 -0.3870
C 1.96 -1.05 0.18 0.0752
N 2.07 0.32 0.05 -0.5998
C 0.98 1.17 -0.15 0.7892
O 1.06 2.37 -0.20 -0.6101
N -0.21 0.46 -0.26 -0.6497
H 0.66 -2.76 0.20 0.2445
H 2.91 -1.57 0.31 0.2225
H 2.97 0.76 0.04 0.4223
H -1.03 1.04 -0.47 0.4465
C -2.88 0.30 0.06 -0.1649
C -2.34 1.32 0.43 -0.4329
H -3.12 -0.61 -0.66 0.3164
H -1.77 2.22 0.73 0.2714

The most stable of them is <b>.

<a>
16
Properties=species:S:1:pos:R:3:nbo_charge:R:1 method="wB97M-V/def2-TZVPD" total_charge=0 smiles="O=c1cc[nH]c(=O)[nH]1.C#C" e_homo_ev=-9.6 multiplicity=1
O 2.52 -0.68 -1.23 -0.5771
C 1.45 -0.71 -0.53 0.6533
C 1.42 -0.52 0.94 -0.3822
C 0.17 -0.36 1.50 0.0618
N -1.07 -0.70 0.91 -0.6305
C -1.12 -1.15 -0.41 0.7962
O -2.19 -1.24 -1.01 -0.6109
N 0.15 -1.17 -1.01 -0.6701
H 2.16 0.06 1.68 0.2500
H 0.36 -0.11 2.53 0.2239
H -1.92 -0.16 1.49 0.4528
H 0.03 -1.56 -2.01 0.4447
C -1.05 1.66 -0.68 -0.2891
C 0.07 2.27 -0.61 -0.2383
H -2.04 1.52 -0.99 0.2469
H 1.05 2.86 -0.57 0.2686

<b>
16
Properties=species:S:1:pos:R:3:nbo_charge:R:1 method="wB97M-V/def2-TZVPD" total_charge=0 smiles="O=[N+]([O-])Nc1ccccc1" e_homo_ev=-9.4 multiplicity=1
O -0.23 1.68 -2.66 -0.3972
N -0.73 2.20 -1.56 0.5925
O -0.95 3.44 -1.44 -0.3749
N -1.20 1.35 -0.55 -0.3971
C -0.48 0.28 -0.09 0.1105
C 0.18 -0.64 -0.90 -0.2337
C 0.85 -1.75 -0.39 -0.1784
C 0.98 -1.94 1.00 -0.2347
C 0.47 -0.99 1.81 -0.1803
C -0.22 0.21 1.32 -0.2391
H -1.35 2.07 0.25 0.4075
H 0.02 -0.65 -2.01 0.2501
H 1.36 -2.32 -1.21 0.2272
H 1.40 -2.76 1.43 0.2160
H 0.47 -1.04 2.94 0.2185
H -0.57 0.88 2.06 0.2131

The most stable of them is <a>.

<a>
13
Properties=species:S:1:pos:R:3:nbo_charge:R:1 method="wB97M-V/def2-TZVPD" total_charge=0 smiles="CC(C)=[SH]#[N+][O-]" e_homo_ev="-7.0 / -7.4" multiplicity=1
C 1.57 0.61 -0.21 -0.6493
C 0.12 0.17 0.10 -0.1556
C -1.01 1.08 -0.18 -0.6777
S 0.07 -1.20 1.09 0.3550
N -0.90 -2.80 0.08 -0.0212
O -0.69 -2.86 -1.09 -0.3071
H 2.15 0.05 0.46 0.2243
H 1.76 0.37 -1.21 0.2188
H 1.54 1.69 -0.17 0.2154
H -0.99 1.91 0.55 0.2185
H -1.94 0.50 0.01 0.2354
H -0.66 1.48 -1.18 0.2364
H -1.02 -1.01 1.74 0.1071

<b>
13
Properties=species:S:1:pos:R:3:nbo_charge:R:1 method="wB97M-V/def2-TZVPD" total_charge=0 smiles="N[C@@H](C=O)CS" e_homo_ev=-9.2 multiplicity=1
N 1.33 -0.39 -0.45 -0.8253
C -0.09 -0.09 -0.46 -0.1785
C -1.01 -1.32 -0.32 0.4415
O -0.68 -2.36 0.15 -0.5058
C -0.48 0.86 0.65 -0.5078
S 0.57 2.37 0.81 -0.0681
H 1.62 -0.65 0.49 0.3653
H 1.50 -1.22 -1.03 0.3727
H -0.32 0.41 -1.40 0.2052
H -2.03 -1.08 -0.68 0.1004
H -0.53 0.38 1.63 0.2150
H -1.48 1.27 0.47 0.2275
H 1.60 1.82 0.12 0.1578

<c>
13
Properties=species:S:1:pos:R:3:nbo_charge:R:1 method="wB97M-V/def2-TZVPD" total_charge=0 e_homo_ev=-8.9 multiplicity=1
O -0.13 1.62 -0.32 -0.7293
C 0.13 1.00 1.05 -0.1148
C 0.57 -0.25 0.94 -0.5050
C -0.60 -0.78 0.00 0.0804
N -0.85 -0.98 -1.34 -0.5259
S 0.67 -0.79 -2.27 0.0890
H -0.79 1.20 -0.77 0.4648
H -0.75 1.03 1.84 0.1865
H 1.04 1.67 1.30 0.2191
H 1.70 -0.30 0.58 0.2536
H 0.28 -0.84 1.91 0.2454
H -1.57 -1.02 0.52 0.2001
H 0.30 -1.56 -3.42 0.1361

The most stable of them is <b>.

<a>
13
Properties=species:S:1:pos:R:3:nbo_charge:R:1 method="wB97M-V/def2-TZVPD" total_charge=0 e_homo_ev="-8.6 / -8.7" multiplicity=1
C -0.41 -0.66 -0.90 -0.4055
C 0.39 1.65 -0.05 -0.4203
C 0.56 -1.00 1.26 -0.4456
N 0.76 -0.50 -0.05 -0.3760
O -1.80 1.54 -1.72 -0.9496
S -0.37 1.13 -1.73 1.1840
H -0.34 -1.52 -1.61 0.2057
H -1.42 -0.81 -0.49 0.2006
H -0.19 1.79 0.81 0.2057
H 1.41 1.87 -0.19 0.2069
H 1.36 -1.78 1.39 0.2153
H 0.60 -0.21 1.99 0.2134
H -0.55 -1.50 1.28 0.1654

<b>
13
Properties=species:S:1:pos:R:3:nbo_charge:R:1 method="wB97M-V/def2-TZVPD" total_charge=0 smiles="OCCNC=S" e_homo_ev=-8.4 multiplicity=1
O 1.93 -1.54 0.52 -0.7156
C 1.00 -0.49 0.73 -0.0613
C 0.00 -0.57 -0.46 -0.2438
N -0.63 0.67 -0.59 -0.5665
C -1.91 1.07 -0.63 -0.0483
S -2.13 2.69 -0.38 -0.2127
H 2.36 -1.69 1.37 0.4775
H 0.49 -0.44 1.67 0.1711
H 1.47 0.51 0.57 0.1459
H -0.62 -1.45 -0.34 0.2219
H 0.87 -0.65 -1.15 0.2121
H -0.08 1.49 -0.63 0.4064
H -2.77 0.40 -0.69 0.2131

The most stable of them is <b>.

<a>
13
Properties=species:S:1:pos:R:3:nbo_charge:R:1 method="wB97M-V/def2-TZVPD" total_charge=0 smiles="NCCC(O)=S" e_homo_ev=-8.6 multiplicity=1
N 1.39 -0.01 1.31 -0.8457
C 0.74 0.39 0.10 -0.2132
C -0.75 0.05 0.22 -0.5192
C -1.38 -0.19 -1.10 0.2356
O -0.97 -1.31 -1.72 -0.6307
S -2.33 0.93 -1.82 -0.0762
H 1.32 0.57 2.13 0.3661
H 2.41 -0.01 1.13 0.3604
H 1.25 -0.10 -0.76 0.1971
H 0.79 1.51 -0.09 0.1827
H -0.83 -0.97 0.79 0.2130
H -1.23 0.84 0.81 0.2511
H -0.42 -1.72 -1.00 0.4789

<b>
13
Properties=species:S:1:pos:R:3:nbo_charge:R:1 method="wB97M-V/def2-TZVPD" total_charge=0 e_homo_ev=-8.8 multiplicity=1
C 2.40 0.02 -0.51 -0.4286
C -2.27 -0.66 0.94 0.0480
C 1.72 0.08 0.62 -0.3541
N -2.02 -0.22 -0.16 -0.7007
O -1.65 1.89 -1.59 -0.9270
S -0.91 0.79 -0.94 1.2502
H 3.25 0.63 -0.40 0.2137
H 2.13 -0.79 -1.18 0.2132
H -1.46 -0.71 1.75 0.1294
H -3.32 -1.11 1.20 0.1767
H 1.97 0.64 1.52 0.1916
H 0.82 -0.45 0.82 0.1595
H -0.67 -0.10 -2.08 0.0280

<c>
13
Properties=species:S:1:pos:R:3:nbo_charge:R:1 method="wB97M-V/def2-TZVPD" total_charge=0 smiles="[NH3+][S-].O=C1CC1" e_homo_ev=-7.6 multiplicity=1
N 2.84 0.35 -0.40 -0.8777
S 3.18 1.84 -1.52 -0.4583
H 2.09 0.63 0.35 0.4431
H 2.48 -0.28 -1.12 0.4468
H 3.73 0.30 0.15 0.4408
O 0.24 -0.54 0.93 -0.5156
C -0.86 -0.49 0.54 0.6238
C -2.23 -0.96 0.64 -0.5241
C -1.87 0.16 -0.28 -0.5458
H -2.76 -0.54 1.61 0.2371
H -2.61 -1.85 0.24 0.2404
H -1.96 0.25 -1.33 0.2518
H -2.26 1.13 0.18 0.2376

The most stable of them is <a>.

<a>
8
Properties=species:S:1:pos:R:3:nbo_charge:R:1 method="wB97M-V/def2-TZVPD" total_charge=0 e_homo_ev=-9.9 multiplicity=1
C -0.48 -0.19 0.06 -0.8263
O 1.98 0.83 0.35 -0.8703
O 0.69 1.74 -1.52 -0.8666
S 0.38 -1.21 -1.26 -0.0399
S -0.61 -0.53 1.72 0.1043
S 0.90 0.74 -0.54 2.0858
H -1.62 0.42 -0.51 0.2621
H -1.23 -1.79 1.70 0.1510

<b>
8
Properties=species:S:1:pos:R:3:nbo_charge:R:1 method="wB97M-V/def2-TZVPD" total_charge=0 e_homo_ev="-7.8 / -8.7" multiplicity=1
C -2.99 0.17 0.22 -0.4632
O 0.34 -2.07 0.02 -0.8291
O -1.13 1.84 0.15 -0.9478
S -4.47 0.55 -0.08 0.2926
S -1.21 -2.41 0.04 0.2518
S -1.42 0.09 0.06 0.7216
H 0.61 -2.42 0.86 0.4893
H -0.13 2.07 0.44 0.4849

<c>
8
Properties=species:S:1:pos:R:3:nbo_charge:R:1 method="wB97M-V/def2-TZVPD" total_charge=0 smiles="O=S1(=O)S[C@H]1S" e_homo_ev=-9.9 multiplicity=1
O 0.83 1.17 1.26 -0.8882
S 0.92 0.50 -0.04 1.9939
O 1.73 1.07 -1.05 -0.8958
S 1.04 -1.49 -0.03 -0.0569
C -0.55 -0.33 -0.54 -0.7375
S -1.96 0.00 0.49 0.0816
H -0.64 -0.65 -1.79 0.3344
H -1.36 -0.26 1.69 0.1683

<d>
8
Properties=species:S:1:pos:R:3:nbo_charge:R:1 method="wB97M-V/def2-TZVPD" total_charge=0 e_homo_ev=-8.7 multiplicity=1
C -0.02 0.18 2.21 -0.5297
O 0.55 -0.33 -1.76 -0.8404
O 0.08 0.05 -4.09 -0.8277
S 1.26 1.10 1.85 0.0152
S -1.40 -0.23 1.36 0.1981
S 0.70 -0.76 -3.11 1.6669
H -0.12 -0.34 3.21 0.2071
H -1.05 0.34 0.33 0.1105

The most stable of them is <d>.